Entry 1:
A cluster of 2 separate species, C8H11BrO in total at a distorted geometry. Source: OMol25; level of theory: ωB97M-V/def2-TZVPD.

```
! wB97M-V def2-TZVPD RIJCOSX def2/J DEFGRID3
* xyz 0 1
C -1.19430 1.08067 -1.13649
C -0.29142 0.95002 -0.21030
C 0.61675 2.04795 0.39833
C 2.06886 1.63428 0.05706
C -0.01768 -0.45673 0.25673
C 0.58289 -1.04109 1.25968
C 0.68024 -2.39985 0.90800
C 0.04560 -2.61611 -0.23748
O -0.44711 -1.39068 -0.68667
H -1.25872 2.07733 -1.57585
H -1.58533 0.28336 -1.74353
H 0.50848 2.03690 1.50441
H 0.49764 3.06202 0.01415
H 2.25113 1.45506 -1.01065
H 2.71892 2.50329 0.20717
H 2.55069 0.95955 0.82818
H 1.00167 -0.74636 2.20105
H 1.15492 -3.17352 1.56389
H -0.43887 -3.46985 -0.64151
Br -5.21964 -0.92554 -0.80565
H -4.22475 -1.87069 -1.15052
*
```

Structure (SMILES): C=C(CC)c1ccco1.Br
Gap between HOMO and LUMO in hartree: 0.3377
Highest occupied orbital energy in Ha: -0.311
Maximum force in Eh/bohr: 0.0821
Calculated total energy in hartree: -2960.6053
Energy above the lowest of the compared OMol25 structures with the same formula, charge and spin in kcal per mole: 17.7

Entry 2:
A structure of composition C8H11ClN2O2SSn at a distorted geometry. Source: OMol25; level of theory: ωB97M-V/def2-TZVPD.

```
! wB97M-V def2-TZVPD RIJCOSX def2/J DEFGRID3
* xyz 2 1
Sn -0.46322 -1.70765 -0.99080
N -1.48495 0.14231 -1.74403
C -2.79649 0.23309 -1.01724
C -3.00445 -0.82313 0.07820
O -3.93488 -0.73851 0.80346
O -2.08207 -1.81353 0.14033
H -0.93088 0.98420 -1.60252
H -1.64199 0.06151 -2.74768
H -3.60927 0.10434 -1.73048
H -2.89656 1.20425 -0.53845
Cl 0.40743 -4.89308 -0.88248
C -0.65178 -3.88731 -1.74851
H -1.69068 -3.92305 -1.43102
H -0.45242 -3.80579 -2.80939
S 1.07253 -1.28543 0.87038
C 1.63082 0.37822 1.01387
N 1.25756 1.01483 2.15010
C 1.70750 2.22986 2.50650
C 2.58335 2.89947 1.68380
C 2.99019 2.28448 0.50579
C 2.51308 1.02338 0.16599
H 0.63347 0.51932 2.78176
H 1.35012 2.61883 3.44973
H 2.94394 3.87696 1.96666
H 3.69852 2.78026 -0.14495
H 2.85113 0.52217 -0.72903
*
```

Gap between HOMO and LUMO in hartree: 0.2827
Highest occupied orbital energy in Ha: -0.610
Maximum force in Eh/bohr: 0.0281
Calculated total energy in hartree: -1643.5196
Energy above the lowest of the compared OMol25 structures with the same formula, charge and spin in kcal per mole: 16.5

Entry 3:
The molecule C8H11ClN2OS at a distorted geometry. Source: OMol25; level of theory: ωB97M-V/def2-TZVPD.

```
! wB97M-V def2-TZVPD RIJCOSX def2/J DEFGRID3
* xyz 0 3
C 2.90236 1.50294 -1.35359
C 2.05971 1.86160 -2.37686
C 2.07857 0.76876 -0.52875
C -1.85648 -1.69473 0.10385
C -1.88511 -1.30188 1.55377
C -0.59702 -1.21879 -0.56405
C -1.53218 0.16435 1.61896
C -0.43105 0.37682 -0.40153
N 0.84191 1.56913 -2.11415
N 0.77032 0.89405 -0.96479
O -0.41526 0.69369 0.97564
S 2.38050 -0.48247 1.16665
Cl 3.55047 0.70890 2.30421
H 3.99065 1.51247 -1.42161
H 2.34375 2.45797 -3.33498
H -2.02043 -2.66989 -0.11815
H -2.76757 -1.05958 -0.24164
H -2.84401 -1.38358 1.89229
H -1.36666 -1.88658 2.27919
H 0.29484 -1.60909 0.00404
H -0.55683 -1.33203 -1.69904
H -2.40594 0.80383 1.41007
H -1.25938 0.40372 2.69902
H -1.27516 0.92038 -0.88854
*
```

Gap between HOMO and LUMO (alpha / beta) in hartree: 0.2281 / 0.2697
Highest occupied orbital energy (alpha / beta) in Ha: -0.224 / -0.358
Maximum force in Eh/bohr: 0.1318
Calculated total energy in hartree: -1354.3504
Energy above the lowest of the compared OMol25 structures with the same formula, charge and spin in kcal per mole: 0.0

- Look up the calculated total energy of the second one.
  -1643.5196 hartree

Copy entry 2 word for word.
A structure of composition C8H11ClN2O2SSn at a distorted geometry. Source: OMol25; level of theory: ωB97M-V/def2-TZVPD.

```
! wB97M-V def2-TZVPD RIJCOSX def2/J DEFGRID3
* xyz 2 1
Sn -0.46322 -1.70765 -0.99080
N -1.48495 0.14231 -1.74403
C -2.79649 0.23309 -1.01724
C -3.00445 -0.82313 0.07820
O -3.93488 -0.73851 0.80346
O -2.08207 -1.81353 0.14033
H -0.93088 0.98420 -1.60252
H -1.64199 0.06151 -2.74768
H -3.60927 0.10434 -1.73048
H -2.89656 1.20425 -0.53845
Cl 0.40743 -4.89308 -0.88248
C -0.65178 -3.88731 -1.74851
H -1.69068 -3.92305 -1.43102
H -0.45242 -3.80579 -2.80939
S 1.07253 -1.28543 0.87038
C 1.63082 0.37822 1.01387
N 1.25756 1.01483 2.15010
C 1.70750 2.22986 2.50650
C 2.58335 2.89947 1.68380
C 2.99019 2.28448 0.50579
C 2.51308 1.02338 0.16599
H 0.63347 0.51932 2.78176
H 1.35012 2.61883 3.44973
H 2.94394 3.87696 1.96666
H 3.69852 2.78026 -0.14495
H 2.85113 0.52217 -0.72903
*
```

Gap between HOMO and LUMO in hartree: 0.2827
Highest occupied orbital energy in Ha: -0.610
Maximum force in Eh/bohr: 0.0281
Calculated total energy in hartree: -1643.5196
Energy above the lowest of the compared OMol25 structures with the same formula, charge and spin in kcal per mole: 16.5